C84H150N14O12 | ωB97M-V/def2-TZVPD

Last column: Mulliken charge in e.
Element x y z (Å)
C1 19.8476 18.8427 15.1984  -1.4718
C2 19.5581 20.0987 14.3343  0.4628
N1 18.6571 19.7771 13.2061  0.5492
C3 19.2290 18.8978 12.1764  -0.0835
C4 20.3760 19.5369 11.3529  -1.0908
C5 18.0856 21.0103 12.7718  0.3853
C6 17.0201 20.8604 11.7387  -1.6530
H1 20.5553 18.2482 14.7356  0.3228
H2 18.9421 18.2631 15.3678  0.5043
H3 20.2733 19.1232 16.1894  0.1677
H4 18.9988 20.7887 14.9939  -0.0332
H5 20.5398 20.5879 14.0703  -0.2374
H6 19.6709 18.0180 12.6436  -0.3660
H7 18.4615 18.4312 11.5948  0.6194
H8 20.9113 18.7799 10.7720  0.4754
H9 19.9838 20.2890 10.6596  0.2731
H10 21.1465 20.0206 11.9892  0.1970
H11 18.8287 21.7829 12.3918  0.0584
H12 17.5979 21.4895 13.6828  -0.1312
H13 16.5499 21.8296 11.5835  0.4669
H14 16.2795 20.1408 12.1391  0.2709
H15 17.4222 20.4677 10.8207  0.3915
C7 12.2851 16.8857 17.7714  -1.4602
C8 12.6499 17.9526 16.7396  -0.7590
N2 13.3324 19.1158 17.2644  1.2257
C9 12.5475 19.7982 18.3709  -0.0395
C10 11.2115 20.4082 18.0756  -1.7371
C11 13.8500 19.9810 16.2189  -0.8580
C12 15.1663 19.4031 15.7040  -0.2302
H16 13.0227 16.7456 18.5732  0.2563
H17 12.2057 15.9647 17.2118  0.4450
H18 11.2952 17.0615 18.1862  0.3395
H19 13.3864 17.4914 16.0885  0.4000
H20 11.7869 18.2824 16.1376  0.4796
H21 12.4042 18.9973 19.1191  0.5009
H22 13.2408 20.5642 18.7348  -0.3996
H23 10.9173 20.7997 19.0071  0.5252
H24 11.1106 21.1447 17.3221  0.3186
H25 10.4600 19.6280 17.8802  0.3231
H26 14.0393 20.9943 16.6156  0.2327
H27 13.1293 20.2038 15.3828  0.2696
H28 15.0810 18.6341 14.9024  0.4122
H29 15.6736 18.9962 16.5754  -0.2168
H30 15.7256 20.1906 15.2095  0.0830
C13 19.5266 11.9894 15.8208  -1.3979
C14 20.8830 12.6830 15.6245  0.1270
N3 20.8561 13.8420 14.7861  0.1957
C15 20.2190 14.9750 15.4289  -2.4341
C16 20.9408 15.6354 16.5083  2.8941
C17 22.2152 14.1492 14.3254  -0.2434
C18 22.2367 15.3286 13.3932  -0.9008
H31 18.8025 12.5412 16.4307  0.1449
H32 19.5671 11.0825 16.4355  0.4354
H33 18.9950 11.8646 14.8822  0.3459
H34 21.3864 12.8484 16.6431  -0.1325
H35 21.5043 11.9198 15.1942  0.5909
H36 20.0897 15.7030 14.6500  0.2512
H37 19.2104 14.6701 15.7185  0.3035
H38 21.8366 16.1983 16.1449  0.2822
H39 20.2764 16.4045 16.9393  -0.4834
H40 21.2668 14.9779 17.2683  -1.0348
H41 22.5797 13.3218 13.7200  0.5221
H42 22.9191 14.1962 15.1872  0.0857
H43 23.2329 15.6190 12.9987  0.4419
H44 21.8511 16.1924 13.9505  -0.2086
H45 21.5844 15.0792 12.5619  0.3300
C19 29.1282 22.5513 17.5510  -1.4305
C20 28.1350 23.0239 16.5247  -0.2877
N4 27.4199 24.2774 16.8601  0.0306
C21 26.5877 24.1465 18.0116  0.5253
C22 26.0090 25.4776 18.4822  -1.4068
C23 26.7936 24.7939 15.6548  -0.8587
C24 25.5606 24.0472 15.1552  -0.7736
H46 29.7451 23.4411 17.8099  0.3747
H47 29.6740 21.7281 17.1819  0.4825
H48 28.6433 22.2975 18.5083  0.1251
H49 28.6546 23.2003 15.5761  0.3856
H50 27.3986 22.2683 16.3696  0.2746
H51 27.1293 23.6691 18.8448  0.3920
H52 25.6985 23.5525 17.6758  -0.2579
H53 26.8791 26.2170 18.7150  0.3185
H54 25.3805 25.4137 19.4013  0.2021
H55 25.4763 25.9164 17.6719  0.2155
H56 26.5121 25.8246 15.8515  0.4223
H57 27.5229 24.7805 14.8840  0.5157
H58 24.7414 24.0040 15.8342  0.0097
H59 25.1903 24.6216 14.2588  0.3686
H60 25.7341 23.0620 14.8853  0.4309
C25 23.8807 22.4123 22.7704  -0.2872
C26 25.2974 23.0138 22.9300  -1.0748
N5 26.1363 22.2287 23.8153  0.1598
C27 27.4287 22.8747 23.9304  -0.2440
C28 28.3545 22.3167 24.9913  -1.4318
C29 26.0885 20.7934 23.5612  -1.6699
C30 26.5278 20.4066 22.1724  -0.1986
H61 23.4020 22.3323 23.7443  0.3656
H62 23.8307 21.4714 22.2680  0.2552
H63 23.3044 23.1526 22.1855  -0.1818
H64 25.7866 23.0337 21.9405  0.1799
H65 25.1579 23.9701 23.3719  0.7213
H66 27.9572 23.0201 22.9360  0.2405
H67 27.1874 23.8787 24.2998  0.3536
H68 27.8912 22.3050 25.9749  0.3087
H69 28.6117 21.2670 24.7458  0.2982
H70 29.2420 22.8727 24.9400  0.4812
H71 25.1168 20.5378 23.8306  0.4132
H72 26.6558 20.3443 24.3661  0.6106
H73 27.5446 20.6916 22.0120  0.4312
H74 25.8854 20.9413 21.4069  -0.0390
H75 26.4927 19.3592 21.9030  0.3262
C31 15.0801 24.3154 23.1198  -1.5362
C32 15.1963 23.3557 21.9293  0.4946
N6 15.1115 21.9519 22.3673  0.1528
C33 16.3459 21.5394 23.0883  0.2462
C34 16.1615 20.1086 23.6986  -1.2470
C35 14.7544 21.0898 21.2049  -1.6892
C36 15.8108 20.9394 20.0843  1.9564
H76 14.8652 25.3452 22.8862  0.4285
H77 16.0296 24.2752 23.6624  0.1307
H78 14.2697 23.9617 23.7875  0.3802
H79 14.3887 23.5653 21.1860  0.5153
H80 16.1197 23.6402 21.4033  -0.5195
H81 17.1679 21.6863 22.3404  -0.0457
H82 16.5793 22.2143 23.9382  0.3380
H83 16.3432 19.3098 22.9586  0.1172
H84 16.9875 20.0722 24.4906  0.4006
H85 15.1369 19.9712 24.1470  0.2908
H86 13.8156 21.3509 20.7239  0.6157
H87 14.5216 20.1250 21.5600  0.4497
H88 15.4271 20.4569 19.2063  -0.1772
H89 16.6183 20.2923 20.3927  -0.6516
H90 16.1594 21.9157 19.7885  -0.5249
C37 21.4022 26.8969 22.4584  -1.5209
C38 21.2624 25.3243 22.7584  -0.0355
N7 19.9986 24.8468 23.2354  0.7260
C39 19.4957 25.4368 24.5773  -0.3296
C40 20.5976 25.5521 25.6696  -1.3412
C41 18.9679 24.8890 22.1810  -0.2343
C42 19.2950 23.9632 21.0102  1.4386
H91 20.8085 27.2093 21.5918  0.1684
H92 22.4514 27.2375 22.3329  0.4344
H93 20.9958 27.4840 23.3001  0.3745
H94 21.5629 24.6776 21.8947  -0.2580
H95 22.0304 25.0534 23.5571  0.5312
H96 19.0346 26.4507 24.3787  0.3522
H97 18.6997 24.7621 24.9282  0.2424
H98 21.2669 26.2925 25.3419  0.3621
H99 20.2176 25.9854 26.6062  0.4034
H100 21.1076 24.6377 25.9076  0.1969
H101 18.9086 25.9347 21.8300  0.2322
H102 18.0527 24.5270 22.6051  -0.5909
H103 20.0698 24.4127 20.3813  0.0314
H104 18.3833 23.6850 20.4519  -0.5553
H105 19.7842 22.9840 21.4513  -0.6465
C43 22.6104 17.4903 19.2589  -0.7638
C44 21.6081 18.5263 18.7542  0.5291
N8 21.8768 19.7942 19.4504  0.9665
C45 23.2011 20.3435 19.3472  -0.5966
C46 23.7292 20.4581 17.9398  0.5236
C47 20.9142 20.7971 18.9778  0.4569
C48 19.5046 20.4509 19.2965  -1.9956
H106 23.5462 17.6979 18.7419  -0.1147
H107 22.3615 16.4530 19.0220  -0.2944
H108 22.7011 17.4903 20.3333  0.3363
H109 21.7546 18.6714 17.6552  -0.5525
H110 20.5449 18.2682 18.8092  0.3544
H111 23.9321 19.7400 19.9151  0.2271
H112 23.2394 21.3100 19.8387  0.4031
H113 23.7420 19.4753 17.3479  -0.3579
H114 24.7684 20.8590 17.8017  0.0259
H115 23.1114 21.1603 17.3325  -0.5111
H116 21.2176 21.7138 19.4961  0.5030
H117 20.9964 20.9891 17.8913  -0.3405
H118 19.3153 19.8936 20.1640  0.1640
H119 18.8745 21.3288 19.2763  0.2860
H120 19.0151 19.8217 18.5417  0.6708
C49 21.1282 21.3128 23.9241  -0.7792
C50 21.1548 20.7605 25.1951  -0.9231
C51 20.9244 19.4109 25.3704  -0.8426
C52 20.7665 18.6788 24.2059  -0.3712
C53 20.8397 19.1732 22.9053  -0.0426
C54 20.9276 20.5307 22.7837  1.2339
N9 20.5453 17.2405 24.4348  1.0881
O1 20.2664 16.5905 23.4631  -0.6118
O2 20.7025 16.7369 25.5546  -0.6478
H121 21.1679 22.3647 23.7670  0.6810
H122 21.2969 21.4083 26.0422  0.4980
H123 20.8866 19.0108 26.3605  0.5761
H124 20.6195 18.4806 22.0925  0.3024
H125 20.8502 21.0610 21.8968  -0.2366
C55 16.1110 17.3631 19.0271  -0.0037
C56 17.0850 17.5078 19.9796  -0.5710
C57 18.1389 16.5941 20.0875  -0.8529
C58 18.1723 15.5926 19.0947  0.1708
C59 17.1846 15.3696 18.1592  -0.8564
C60 16.1324 16.2686 18.1819  -0.6892
N10 19.2117 14.5967 19.1885  1.2017
O3 20.0910 14.8745 19.9631  -0.5390
O4 19.0655 13.6844 18.4155  -0.6452
H126 15.3406 18.1142 18.9579  0.5964
H127 17.1830 18.3928 20.5859  0.3165
H128 18.8782 16.7234 20.8781  0.6661
H129 17.3131 14.5825 17.4576  0.5384
H130 15.4027 16.0004 17.4663  0.4858
C61 21.0702 23.6596 14.6990  -0.8897
C62 21.4594 24.9476 14.4973  -1.1898
C63 21.8500 25.7261 15.6294  -0.4167
C64 21.9219 25.1331 16.8574  0.0752
C65 21.5697 23.8185 17.0319  0.4392
C66 21.1335 23.0685 15.9728  0.2557
N11 22.3571 26.0037 18.0163  1.2518
O5 22.4824 27.1581 17.7022  -0.6892
O6 22.6216 25.5685 19.1093  -0.5276
H131 20.8201 23.0853 13.8634  0.6498
H132 21.4833 25.3670 13.5358  0.6207
H133 22.1142 26.7558 15.4704  0.6146
H134 21.7668 23.3901 18.0318  0.1732
H135 20.9800 21.9851 16.0282  -0.4826
C67 23.1114 12.6422 19.3056  -0.1795
C68 22.2583 11.8643 20.0298  -0.6323
C69 22.6740 10.5479 20.3008  -0.5783
C70 23.9668 10.2230 19.8976  0.1559
C71 24.8817 11.0269 19.2079  -0.6758
C72 24.3506 12.2689 18.8497  -0.2295
N12 24.3692 8.8507 20.3120  0.9780
O7 25.5845 8.6490 20.2165  -0.6134
O8 23.5401 8.0749 20.6406  -0.6066
H136 22.6706 13.5672 18.9257  0.2510
H137 21.3413 12.1879 20.4432  0.6014
H138 22.1081 9.7210 20.7492  0.4563
H139 25.8972 10.7835 18.9415  0.4920
H140 24.9628 12.9829 18.3280  0.4672
C73 27.5114 19.0853 17.9784  -0.4226
C74 27.4598 18.8895 16.6075  -0.3891
C75 26.7351 17.9330 16.0883  -0.5455
C76 26.1112 17.0109 16.9094  0.1030
C77 26.2074 17.0928 18.3109  -0.1192
C78 26.9528 18.1851 18.8167  -0.0696
N13 25.4123 15.9133 16.3144  0.9673
O9 25.4415 15.7917 15.1183  -0.6247
O10 24.8374 15.2000 17.1072  -0.4153
H141 28.0557 19.9292 18.3851  0.2556
H142 28.0582 19.5398 15.9762  0.4205
H143 26.7662 17.8318 14.9966  0.4759
H144 25.7874 16.3698 19.0284  0.3314
H145 26.8503 18.3077 19.9427  0.0853
C79 18.1314 26.5383 18.9299  -0.4998
C80 18.7058 26.3152 17.6861  -0.5557
C81 18.3352 25.1970 16.9410  -0.8954
C82 17.3083 24.3791 17.3928  0.5139
C83 16.7014 24.6051 18.5921  -0.3266
C84 17.1518 25.6891 19.3798  -0.3851
N14 16.8574 23.3173 16.4999  0.8631
O11 17.5885 23.0276 15.6039  -0.5355
O12 15.7774 22.7376 16.6561  -0.5984
H146 18.5905 27.3644 19.4834  0.3819
H147 19.3680 27.0946 17.3112  0.4657
H148 18.7593 24.9666 15.9961  0.5935
H149 15.8312 24.0243 18.9152  0.6875
H150 16.5958 25.8428 20.3224  0.3172

Forces on atoms 1 to 3 (eV/Å):
C -0.8298 1.8401 0.9913
C -0.2003 -1.0219 0.8701
N 1.0495 -0.1427 0.8560

For the total energy, the calculation gives -134950.43992 eV. The HOMO energy is -8.119 eV. For the molecular weight, the calculation gives 1548.21 g/mol. The calculation puts the relative energy (zero: lowest compared OMol25 entry of this formula, charge and spin) at 0.0 kJ/mol. The calculation puts the largest force on an atom at 4.03 eV/A. As for the LUMO energy: -0.91 eV.